The following is a DFT calculation (wB97M-V/def2-TZVPD) of C54H56CsGeN8O6PSe2 as an isolated structure.

The geometry in XYZ format:
```
129
C54H56CsGeN8O6PSe2 | the OMol25 dataset | wB97M-V/def2-TZVPD
Cs -0.352 0.132 -0.075
Se -0.329 -3.408 1.135
P 1.788 -3.037 1.231
Se 2.826 -1.572 0.033
C 2.568 -4.682 0.969
C 2.073 -5.781 1.669
C 2.638 -7.033 1.499
C 3.698 -7.204 0.614
C 4.188 -6.117 -0.090
C 3.627 -4.856 0.090
C 2.227 -2.718 2.983
C 1.389 -1.925 3.761
C 1.730 -1.613 5.067
C 2.909 -2.099 5.614
C 3.750 -2.890 4.844
C 3.415 -3.191 3.532
H 1.226 -5.645 2.332
H 2.244 -7.882 2.046
H 4.134 -8.187 0.473
H 5.009 -6.245 -0.786
H 3.998 -3.994 -0.450
H 0.463 -1.558 3.334
H 1.081 -0.973 5.651
H 3.175 -1.855 6.636
H 4.675 -3.268 5.263
H 4.083 -3.797 2.931
N -1.168 3.193 -1.687
N -0.563 3.857 -0.582
C 0.752 4.094 -0.497
N 1.146 4.765 0.605
N 1.483 3.687 -1.539
N 2.794 4.004 -1.597
O 3.350 4.717 -0.745
O 3.409 3.558 -2.553
H -1.696 2.403 -1.314
H -0.408 2.818 -2.255
H -1.053 3.772 0.304
H 0.544 4.642 1.413
H 2.142 4.788 0.744
C -0.465 -1.524 -6.500
C 0.175 -0.334 -5.873
C 0.297 0.963 -6.320
C 0.966 1.658 -5.288
N 1.256 0.846 -4.284
N 0.751 -0.351 -4.654
C 1.323 3.107 -5.220
H -0.639 -1.327 -7.557
H -1.426 -1.749 -6.033
H 0.158 -2.416 -6.412
H -0.068 1.359 -7.254
H 0.874 -1.135 -4.035
H 1.497 3.511 -6.219
H 2.206 3.248 -4.600
H 0.516 3.683 -4.759
O -3.113 0.466 -0.710
C -3.219 -0.681 -1.180
O -2.318 -1.336 -1.743
C -4.601 -1.346 -1.073
C -4.640 -2.680 -1.829
Ge -4.250 -2.432 -3.728
C -4.036 -0.549 -4.248
C -5.159 0.176 -4.649
C -5.069 1.529 -4.956
C -3.845 2.178 -4.870
C -2.716 1.467 -4.487
C -2.812 0.117 -4.183
C -2.746 -3.577 -4.286
C -2.832 -4.388 -5.417
C -1.775 -5.204 -5.803
C -0.612 -5.237 -5.048
C -0.515 -4.454 -3.905
C -1.568 -3.629 -3.528
C -5.810 -2.983 -4.824
C -6.955 -3.544 -4.262
C -8.053 -3.890 -5.042
C -8.025 -3.681 -6.412
C -6.896 -3.118 -6.994
C -5.809 -2.772 -6.206
H -5.333 -0.624 -1.444
H -4.817 -1.494 -0.011
H -5.574 -3.224 -1.674
H -3.829 -3.306 -1.453
H -6.125 -0.313 -4.712
H -5.958 2.078 -5.246
H -3.771 3.237 -5.086
H -1.757 1.967 -4.410
H -1.932 -0.410 -3.835
H -3.740 -4.396 -6.012
H -1.866 -5.822 -6.689
H 0.210 -5.879 -5.342
H 0.377 -4.490 -3.291
H -1.492 -3.034 -2.629
H -6.998 -3.714 -3.193
H -8.932 -4.321 -4.577
H -8.879 -3.948 -7.023
H -6.868 -2.941 -8.063
H -4.945 -2.310 -6.672
C -3.965 -0.155 7.955
C -3.653 1.212 7.403
C -4.402 2.304 7.826
C -4.159 3.567 7.309
C -3.134 3.748 6.401
C -2.358 2.668 5.974
N -1.340 2.917 5.043
C -0.028 2.487 5.154
C 0.539 2.220 6.406
C 1.867 1.841 6.509
C 2.655 1.706 5.373
C 2.089 1.949 4.130
C 0.766 2.349 4.000
C 0.209 2.605 2.608
O -0.751 3.435 2.512
O 0.746 2.015 1.655
C -2.641 1.377 6.447
C -1.913 0.179 5.908
H -4.680 -0.082 8.774
H -3.067 -0.653 8.325
H -4.396 -0.805 7.190
H -5.188 2.156 8.558
H -4.755 4.413 7.631
H -2.901 4.731 6.011
H -1.557 3.312 4.128
H -0.070 2.330 7.296
H 2.287 1.645 7.489
H 3.685 1.385 5.451
H 2.657 1.804 3.220
H -1.069 -0.101 6.544
H -1.515 0.377 4.914
H -2.576 -0.682 5.838
```

Total charge: -2
HOMO level (eV): -3.001
LUMO (eV): 3.6
F_max (eV Å⁻¹): 0.74
HOMO-LUMO gap (Eh): 0.2429



The following is a DFT calculation (wB97M-V/def2-TZVPD) of C20H48N2O5 as an isolated structure.

The geometry in XYZ format:
```
75
C20H48N2O5 | the OMol25 dataset | wB97M-V/def2-TZVPD
C 0.450 0.722 3.434
O 0.348 1.380 2.163
H 1.306 0.078 3.635
H 0.287 1.399 4.272
H -0.397 0.037 3.381
H 0.503 0.703 1.501
C 3.021 -2.316 1.946
O 1.808 -1.719 1.577
H 3.497 -2.786 1.085
H 3.733 -1.605 2.368
H 2.819 -3.047 2.728
H 1.315 -2.360 1.060
O 0.620 -0.148 1.042
H 0.875 0.150 0.169
H 1.342 -0.710 1.323
C 3.622 -0.101 -1.742
C 2.744 1.077 -1.189
C 3.101 2.321 -2.068
C 2.179 3.509 -1.972
C 0.776 3.034 -2.261
C 0.324 1.745 -1.622
N 1.343 0.710 -1.458
O 0.879 -0.556 -1.033
C -0.240 2.049 -0.206
C -0.781 1.269 -2.473
C 3.024 1.373 0.323
H 4.699 0.067 -1.779
H 3.304 -0.414 -2.736
H 3.411 -0.970 -1.119
H 4.152 2.595 -1.975
H 3.065 1.972 -3.100
H 2.461 4.298 -2.669
H 2.273 3.974 -0.990
H 0.637 3.098 -3.341
H 0.141 3.850 -1.915
H -1.049 2.777 -0.274
H -0.708 1.174 0.245
H 0.456 2.332 0.583
H -0.449 0.735 -3.364
H -1.327 0.462 -1.986
H -1.523 2.028 -2.718
H 2.838 2.433 0.497
H 4.034 1.064 0.591
H 2.339 0.809 0.957
H 0.895 -0.960 -1.904
C -1.845 0.281 2.056
C -2.323 -1.165 1.669
C -3.859 -1.123 1.302
C -4.177 -0.744 -0.159
C -3.442 -1.606 -1.141
C -1.933 -1.670 -0.884
N -1.598 -1.792 0.601
O -0.195 -2.007 0.931
C -1.287 -2.874 -1.582
C -1.414 -0.285 -1.417
C -2.151 -2.081 2.924
H -0.775 0.435 2.194
H -2.253 0.992 1.337
H -2.221 0.667 3.004
H -4.282 -2.106 1.508
H -4.319 -0.324 1.882
H -5.242 -0.951 -0.266
H -4.208 0.334 -0.320
H -3.633 -1.322 -2.176
H -3.801 -2.635 -1.142
H -0.198 -2.825 -1.610
H -1.535 -2.937 -2.642
H -1.592 -3.794 -1.083
H -1.267 -0.366 -2.494
H -0.441 -0.064 -0.977
H -2.026 0.566 -1.119
H -1.108 -2.130 3.236
H -2.870 -1.761 3.678
H -2.260 -3.149 2.734
H 0.104 -1.095 0.968
```

Total charge: 0
HOMO level (eV): -6.102
LUMO (eV): 0.4
F_max (eV Å⁻¹): 19.02
HOMO-LUMO gap (Eh): 0.2391



The following is a DFT calculation (wB97M-V/def2-TZVPD) of C40H38BrN4OSeSiW as an isolated structure.

The geometry in XYZ format:
```
87
C40H38BrN4OSeSiW | the OMol25 dataset | wB97M-V/def2-TZVPD
W -1.180 0.153 0.316
Br 4.144 1.094 5.731
C 2.701 0.632 4.600
C 1.513 0.138 5.165
C 0.446 -0.197 4.371
C 0.520 -0.031 2.973
O -0.519 -0.302 2.241
C 1.728 0.419 2.412
C 1.932 0.368 1.014
N 1.088 0.012 0.091
C 1.638 -0.116 -1.205
C 2.948 -0.449 -1.451
C 3.461 -0.482 -2.759
C 2.648 -0.219 -3.822
C 1.275 0.034 -3.609
C 0.374 0.202 -4.681
C -0.950 0.343 -4.407
C -1.378 0.331 -3.070
N -0.578 0.222 -2.031
C 0.760 0.071 -2.294
C 2.817 0.758 3.248
H 1.443 0.025 6.239
H -0.476 -0.568 4.801
H 2.939 0.631 0.694
H 3.606 -0.713 -0.634
H 4.503 -0.728 -2.912
H 3.026 -0.240 -4.836
H 0.748 0.198 -5.698
H -1.688 0.457 -5.188
H -2.433 0.423 -2.861
H 3.743 1.102 2.805
C -0.912 2.110 0.318
Si -2.708 1.263 1.861
C -2.200 -1.690 0.953
N -1.255 -2.073 -0.047
C -0.087 -2.881 0.398
C -0.330 -4.390 0.221
C -1.821 -4.708 0.191
C -2.481 -4.005 -1.002
C -1.819 -2.650 -1.283
C -2.784 0.805 3.666
C -2.379 1.737 4.625
C -2.411 1.420 5.976
C -2.878 0.178 6.387
C -3.299 -0.753 5.445
C -3.239 -0.445 4.093
C -3.819 2.743 1.707
C -3.747 3.684 0.670
C -4.637 4.738 0.604
C -5.644 4.861 1.557
C -5.745 3.935 2.580
C -4.829 2.893 2.665
H -1.200 2.994 0.891
H -0.227 2.466 -0.464
H -3.222 -1.886 0.671
H -1.949 -2.018 1.953
H 0.105 -2.625 1.438
H 0.779 -2.568 -0.187
H 0.170 -4.928 1.026
H 0.125 -4.732 -0.712
H -2.286 -4.385 1.125
H -1.977 -5.784 0.126
H -3.549 -3.871 -0.819
H -2.391 -4.622 -1.898
H -2.530 -1.942 -1.707
H -0.990 -2.749 -1.988
H -2.040 2.722 4.322
H -2.085 2.147 6.707
H -2.919 -0.063 7.441
H -3.671 -1.718 5.764
H -3.552 -1.188 3.368
H -2.994 3.581 -0.101
H -4.558 5.463 -0.196
H -6.348 5.681 1.496
H -6.529 4.024 3.320
H -4.908 2.194 3.487
Se -3.568 0.569 -0.762
C -4.887 -0.750 -0.304
C -5.496 -0.749 0.943
C -6.483 -1.690 1.202
N -6.894 -2.590 0.313
C -6.328 -2.563 -0.889
C -5.325 -1.669 -1.247
H -5.233 -0.022 1.705
H -6.972 -1.714 2.170
H -6.687 -3.293 -1.606
H -4.901 -1.695 -2.243
```

Total charge: +1
HOMO level (eV): -10.315
LUMO (eV): -3.4
F_max (eV Å⁻¹): 0.50
HOMO-LUMO gap (Eh): 0.2529



The following is a DFT calculation (wB97M-V/def2-TZVPD) of a 2-piece molecular cluster, C3H10NO overall.

The geometry in XYZ format:
```
15
C3H10NO | the OMol25 dataset | wB97M-V/def2-TZVPD
C 0.521 0.510 -0.683
O -0.430 0.742 0.596
C 1.818 0.108 -0.210
C 2.189 -1.321 0.144
N -3.491 0.370 0.458
H 0.555 1.499 -1.174
H 0.034 -0.198 -1.346
H 0.122 0.805 1.394
H 2.494 0.929 -0.426
H 3.261 -1.422 0.135
H 1.769 -1.604 1.192
H 1.705 -1.991 -0.580
H -4.092 -0.204 -0.132
H -3.889 1.262 0.617
H -2.565 0.515 0.015
```

Total charge: +1
HOMO level (eV): -12.407
LUMO (eV): -8.3
F_max (eV Å⁻¹): 3.67
HOMO-LUMO gap (Eh): 0.1495